Molecular formula: C19H25AlBeBrF4NaO6
Method: DFT, ωB97M-V/def2-TZVPD

```
58
C19H25AlBeBrF4NaO6 (ωB97M-V/def2-TZVPD)
C -5.5265 1.5566 -2.5384
C -4.9056 1.7496 -1.1706
C -5.3393 0.9807 -0.0982
C -4.7818 1.1819 1.1645
C -3.8128 2.1403 1.3652
C -3.3654 2.9250 0.3011
C -2.3538 4.0150 0.4791
C -1.0420 3.5493 1.0149
C -0.4679 2.3480 0.9031
O -0.9411 1.2611 0.2768
C 0.8383 2.3904 1.6078
O 1.7395 1.6154 1.5598
O 0.8878 3.5611 2.3158
C -0.0873 4.4049 1.7816
O -0.0827 5.5817 1.9006
C -3.9223 2.7107 -0.9458
H -6.0062 0.5869 -2.6391
H -6.3130 2.2981 -2.7068
H -4.8110 1.7245 -3.3380
H -6.1189 0.2440 -0.2441
H -5.1576 0.5836 1.9823
H -3.4114 2.2997 2.3564
H -2.7380 4.7888 1.1509
H -2.1846 4.5655 -0.5635
H -0.1921 0.7702 -0.0916
H -3.6119 3.3194 -1.7999
Na -7.2906 2.8246 -1.4121
C 3.7480 -0.4394 0.4398
C 4.2442 -1.6498 1.3015
C 5.7521 -1.3920 1.6087
O 4.1151 -2.7502 0.5875
H 4.3096 -0.3589 -0.4900
H 2.6929 -0.5555 0.2056
H 3.8762 0.4841 1.0046
H 3.7024 -1.6088 2.2624
H 6.3346 -1.3176 0.6917
H 6.1485 -2.2032 2.2160
H 5.8532 -0.4571 2.1642
F -8.7687 1.7013 1.0420
Al -9.2908 0.6998 2.3255
F -8.1290 0.8269 3.5332
F -9.3484 -0.8649 1.7187
F -10.7914 1.2257 2.8393
Be -1.7384 3.3239 -1.9733
Br -2.5614 6.4992 -0.1557
C 6.1102 -6.2265 -1.7398
C 5.1959 -5.0163 -1.5557
C 6.2054 -3.8849 -1.4324
O 7.3380 -4.2660 -2.2207
C 7.2309 -5.6405 -2.5894
H 5.6240 -7.0790 -2.2120
H 6.5003 -6.5494 -0.7721
H 4.5790 -4.8766 -2.4467
H 4.5371 -5.0838 -0.6935
H 6.5296 -3.7573 -0.3945
H 5.8194 -2.9312 -1.7916
H 6.9883 -5.6971 -3.6568
H 8.1912 -6.1318 -2.4279
```

Values from the calculation:
Highest occupied orbital energy ... -0.26945 hartree
Maximum force ... 2.74 eV Å⁻¹
LUMO ... -5.8134 eV
Frontier orbital gap ... 1.52 eV
Total energy ... -124718.4612 eV

Atomic partial charges in e from the natural (NBO) method, atoms 1 to 6:
1 C -0.612
2 C -0.097
3 C -0.216
4 C -0.162
5 C -0.132
6 C -0.027



Molecular formula: C4H7NO
Method: DFT, ωB97M-V/def2-TZVPD

```
13
C4H7NO (ωB97M-V/def2-TZVPD)
C 1.7254 0.4929 -0.3290
C 0.6339 0.2340 0.7108
C -0.3821 -0.6164 0.0568
O -2.6059 -0.1264 0.4051
C -1.5680 -0.0982 -0.5195
N -1.4169 0.2563 -1.6939
H 2.4735 1.1782 0.0671
H 2.2074 -0.4466 -0.6188
H 1.2555 0.9224 -1.2184
H 0.1859 1.1764 1.0496
H 1.0476 -0.2813 1.5921
H -0.2637 -1.6994 0.0823
H -3.1158 -0.9301 0.2514
```

Values from the calculation:
Highest occupied orbital energy (alpha / beta) ... -0.31762 / -0.35278 hartree
Maximum force ... 1.34 eV Å⁻¹
LUMO (alpha / beta) ... -0.3347 / -0.0221 eV
Frontier orbital gap (alpha / beta) ... 8.31 / 9.58 eV
Total energy ... -7795.3991 eV

Atomic partial charges in e from the natural (NBO) method, atoms 1 to 6:
1 C -0.593
2 C -0.471
3 C -0.027
4 O -0.717
5 C 0.320
6 N -0.289



Molecular formula: C4H13N
Method: DFT, ωB97M-V/def2-TZVPD

```
18
C4H13N (ωB97M-V/def2-TZVPD)
C 1.8828 2.2567 3.7213
C 2.6638 3.5346 3.4201
H 2.5171 1.6701 4.3820
H 0.9102 2.4233 4.1811
H 1.6879 1.6696 2.8330
H 3.2547 3.8148 4.2920
H 2.0471 4.3997 3.1783
H 3.3544 3.3532 2.5981
C -2.6938 -1.5570 -2.6391
C -1.3226 -2.2059 -2.7072
N -1.3947 -3.6314 -3.0503
H -3.1520 -1.5934 -3.6307
H -2.6185 -0.5613 -2.2245
H -3.3381 -2.1451 -1.9759
H -0.8033 -2.1237 -1.7516
H -0.7220 -1.6544 -3.4441
H -0.4347 -3.9346 -3.2187
H -1.8383 -3.7151 -3.9637
```

Values from the calculation:
Highest occupied orbital energy (alpha / beta) ... 0.05766 / -0.21487 hartree
Maximum force ... 1.18 eV Å⁻¹
LUMO (alpha / beta) ... 3.4360 / 3.5690 eV
Frontier orbital gap (alpha / beta) ... 1.87 / 9.42 eV
Expectation value of S² ... 0.750
Total energy ... -5847.1175 eV
Multiplicity ... 2
Charge ... -1

Atomic partial charges in e from the natural (NBO) method, atoms 1 to 6:
1 C -0.783
2 C -0.659
3 H 0.191
4 H 0.196
5 H 0.193
6 H 0.188



Molecular formula: C10H11NO
Method: DFT, ωB97M-V/def2-TZVPD

```
23
C10H11NO (ωB97M-V/def2-TZVPD)
C 0.1411 1.4637 -1.1432
C -0.2590 2.9368 -0.9356
C -0.7712 3.0009 0.5159
C -0.6482 1.5985 1.0067
C 0.1581 -0.6127 0.2533
C -0.6653 -1.4587 -0.4184
C -0.6066 -2.8690 -0.4011
C 0.2555 -3.4017 0.6208
C 1.0572 -2.5253 1.3757
C 1.0943 -1.0962 1.2236
H 0.5583 3.7059 -1.0973
H -0.9541 3.2263 -1.6698
H -1.7293 3.5581 0.6982
H 0.0368 3.6057 0.9467
H -0.0757 1.5008 1.9337
H -1.6362 1.2593 1.3559
H -1.4239 -1.1003 -1.0786
H -1.3382 -3.5670 -0.8608
H 0.4901 -4.4314 0.6634
H 1.6971 -2.9131 2.1785
H 1.8017 -0.4802 1.7727
N -0.0251 0.7868 0.0576
O 0.5267 0.9888 -2.2291
```

Values from the calculation:
Highest occupied orbital energy ... -0.33099 hartree
Maximum force ... 3.97 eV Å⁻¹
LUMO ... 0.8331 eV
Frontier orbital gap ... 9.84 eV
Total energy ... -14085.3196 eV

Atomic partial charges in e from the natural (NBO) method, atoms 1 to 6:
1 C 0.690
2 C -0.494
3 C -0.422
4 C -0.201
5 C 0.148
6 C -0.218



Molecular formula: C27H20AsCoN2O3S2
Method: DFT, ωB97M-V/def2-TZVPD

```
56
C27H20AsCoN2O3S2 (ωB97M-V/def2-TZVPD)
Co 0.8109 -1.2314 -0.7876
S 5.0082 -1.6179 -1.8867
C 4.6207 0.0436 -2.0847
C 3.3310 0.3247 -1.7513
C 2.5901 -0.8205 -1.3265
C 3.3950 -1.9345 -1.3589
C 2.8506 -3.2089 -0.9557
C 3.5121 -4.4371 -0.9873
C 2.8479 -5.5669 -0.5565
C 1.5376 -5.4633 -0.1076
C 0.9373 -4.2178 -0.1206
N 1.5688 -3.1186 -0.5297
H 5.3813 0.7371 -2.4081
H 2.9238 1.3253 -1.7589
H 4.5299 -4.4875 -1.3496
H 3.3473 -6.5279 -0.5715
H 0.9833 -6.3232 0.2397
H -0.0848 -4.0757 0.2039
S 2.5554 2.1396 0.7553
C 1.3318 3.2210 0.2024
C 1.5684 4.6012 0.0045
C 0.5875 5.4539 -0.4530
C -0.6916 4.9814 -0.7513
C -0.9571 3.6336 -0.5787
C 0.0295 2.7699 -0.1049
As -0.2910 0.8717 0.0678
C -2.1759 0.8128 -0.4589
C -3.2186 1.0427 0.4319
C -4.5340 1.0388 -0.0125
C -4.8198 0.8097 -1.3510
C -3.7844 0.5871 -2.2470
C -2.4698 0.5915 -1.8013
C -0.5334 0.5424 1.9775
C -1.0248 -0.6958 2.3805
C -1.2260 -0.9671 3.7281
C -0.9455 0.0023 4.6797
C -0.4672 1.2421 4.2787
C -0.2575 1.5138 2.9333
H 2.5613 4.9749 0.2237
H 0.8185 6.5055 -0.5865
H -1.4627 5.6496 -1.1130
H -1.9440 3.2535 -0.8102
H -3.0058 1.2246 1.4783
H -5.3381 1.2162 0.6918
H -5.8474 0.7996 -1.6936
H -3.9958 0.3993 -3.2923
H -1.6660 0.4136 -2.5077
H -1.2730 -1.4491 1.6428
H -1.6067 -1.9355 4.0298
H -1.0999 -0.2069 5.7316
H -0.2447 2.0033 5.0165
H 0.1383 2.4713 2.6258
O -1.0325 -2.0616 -0.5267
N -1.2308 -2.2453 -1.7814
O -2.2041 -2.8272 -2.1875
O -0.3337 -1.7778 -2.5248
```

Values from the calculation:
Highest occupied orbital energy (alpha / beta) ... -0.13316 / -0.13311 hartree
Maximum force ... 0.76 eV Å⁻¹
LUMO (alpha / beta) ... 2.5224 / 2.5113 eV
Frontier orbital gap (alpha / beta) ... 6.15 / 6.13 eV
Expectation value of S² ... 0.770
Total energy ... -157581.0130 eV
Multiplicity ... 2
Charge ... -1

Atomic partial charges in e from the natural (NBO) method, atoms 1 to 6:
1 Co 0.976
2 S 0.358
3 C -0.407
4 C -0.248
5 C -0.218
6 C -0.364



Molecular formula: C30H52N2SeSiW
Method: DFT, ωB97M-V/def2-TZVPD

```
87
C30H52N2SeSiW (ωB97M-V/def2-TZVPD)
W -0.4305 0.6318 -0.9885
C -3.3660 2.1062 5.6260
C -3.1625 2.1541 4.1354
C -3.5511 1.1017 3.3209
C -3.3441 1.1177 1.9436
C -3.7618 -0.0745 1.1309
C -2.7217 2.2326 1.3729
Se -2.3357 2.2987 -0.5159
C -2.3421 3.3201 2.1687
C -1.6567 4.5263 1.5891
C -2.5680 3.2580 3.5381
H -3.9785 1.2518 5.9130
H -3.8566 3.0115 5.9864
H -2.4099 2.0226 6.1471
H -4.0283 0.2345 3.7660
H -4.3575 -0.7610 1.7332
H -2.8842 -0.6100 0.7648
H -4.3366 0.2204 0.2516
H -2.1806 4.9009 0.7103
H -0.6401 4.2768 1.2695
H -1.5969 5.3240 2.3294
H -2.2633 4.0974 4.1552
C 1.2986 -0.8555 -5.0044
C 1.6888 -1.4886 -3.6645
C 3.1040 -2.0640 -3.7377
C 0.6616 -2.5188 -3.2477
C 0.6323 -3.7719 -3.8434
C -0.3103 -4.7167 -3.4754
C -1.2484 -4.4124 -2.5028
C -1.2729 -3.1673 -1.8907
C -2.3023 -2.8565 -0.8298
C -1.9165 -3.5139 0.4990
C -3.7188 -3.2537 -1.2475
C -0.3037 -2.2144 -2.2658
N -0.2705 -0.9699 -1.6584
H 1.9874 -0.0502 -5.2729
H 0.2800 -0.4561 -4.9796
H 1.3213 -1.5981 -5.8054
H 1.6886 -0.7044 -2.9058
H 3.2119 -2.7589 -4.5738
H 3.3598 -2.5955 -2.8203
H 3.8310 -1.2619 -3.8835
H 1.3652 -4.0183 -4.6032
H -0.3139 -5.6917 -3.9466
H -1.9837 -5.1565 -2.2203
H -2.2918 -1.7802 -0.6771
H -1.8115 -4.5948 0.3800
H -2.6822 -3.3281 1.2565
H -0.9678 -3.1216 0.8697
H -3.8553 -4.3378 -1.2236
H -3.9488 -2.9080 -2.2565
H -4.4473 -2.8169 -0.5614
C 2.7417 -1.0643 -0.1686
Si 1.8370 0.5217 0.3569
C 1.4119 0.2789 2.2188
C 0.5705 -1.0062 2.2769
C 0.5536 1.4194 2.7793
C 2.6396 0.0943 3.1148
C 3.0209 1.9825 -0.0599
C 4.4169 1.7956 0.5451
C 2.4347 3.3198 0.4044
C 3.1841 2.0386 -1.5864
H 3.5365 -1.3284 0.5357
H 3.2046 -0.9385 -1.1507
H 2.0532 -1.9081 -0.2387
H -0.3065 -0.9455 1.6187
H 0.1995 -1.1662 3.2959
H 1.1461 -1.8879 1.9859
H -0.3345 1.6057 2.1672
H 1.1095 2.3566 2.8522
H 0.2001 1.1688 3.7866
H 3.3133 -0.6826 2.7459
H 2.3194 -0.1994 4.1220
H 3.2089 1.0195 3.2168
H 4.4068 1.8553 1.6336
H 5.0906 2.5813 0.1821
H 4.8536 0.8339 0.2641
H 2.3657 3.3790 1.4921
H 1.4299 3.4775 -0.0031
H 3.0651 4.1513 0.0676
H 3.6813 1.1462 -1.9758
H 3.7958 2.9046 -1.8647
H 2.2168 2.1302 -2.0892
N -0.5868 1.7164 -2.9510
H -0.4052 2.7112 -2.8440
H -1.4977 1.6382 -3.3985
H 0.1107 1.3417 -3.5869
```

Values from the calculation:
Highest occupied orbital energy (alpha / beta) ... -0.26193 / -0.25404 hartree
Maximum force ... 0.53 eV Å⁻¹
LUMO (alpha / beta) ... -0.0387 / 0.0183 eV
Frontier orbital gap (alpha / beta) ... 7.09 / 6.93 eV
Total energy ... -109984.8007 eV

Atomic partial charges in e from the Löwdin method, atoms 1 to 6:
1 W 1.017
2 C -0.051
3 C -0.272
4 C -0.015
5 C -0.302
6 C -0.087



- Among the records above, which one has the highest maximum force?
  C10H11NO